1.
DFT (the ωB97M-V functional and the def2-TZVPD basis) results for a molecular structure, C40H101N10O16Sr.

Results
2S+1 ... 2
⟨S²⟩ ... 0.75
LUMO energy (alpha / beta) ... -0.141 / -0.331 Eh
Total charge ... +2
Kohn-Sham gap (alpha / beta) ... 7.597 / 2.434 eV

Last column: Mulliken spin population.
Atoms and positions in Å:
1 Sr -4.6447 -0.9458 0.0432  0.000
2 C -0.1683 -0.9546 0.0189  -0.001
3 C -1.6776 -0.9801 -0.0827  0.000
4 O -2.2433 -1.7086 0.7629  0.000
5 O -2.4136 -0.2626 -0.7927  0.000
6 H 0.2000 -0.0120 -0.3861  0.001
7 H 0.1606 -1.8410 -0.5235  0.000
8 H 0.0069 -1.0565 1.0899  0.000
9 C -3.4796 2.6701 -3.6417  0.000
10 O -4.0162 2.5927 -2.5358  0.000
11 N -3.4945 3.6967 -4.3796  0.000
12 N -2.9051 1.5884 -4.1661  0.000
13 H -4.2514 4.3380 -4.1901  0.000
14 H -3.1353 3.6187 -5.3204  0.000
15 H -2.5749 1.4323 -5.1078  0.000
16 H -2.7135 0.8868 -3.4653  0.000
17 C -4.6191 -4.1094 1.7229  0.000
18 O -5.0721 -3.1495 1.0892  0.000
19 N -5.2834 -4.9677 2.3243  0.000
20 N -3.4778 -4.0631 2.2905  0.000
21 H -4.9082 -5.7750 2.8013  0.000
22 H -6.2871 -4.8545 2.3303  0.000
23 H -2.7916 -3.4366 1.8944  0.000
24 H -3.1761 -4.7116 3.0036  0.000
25 C 0.3322 7.2165 2.6863  0.000
26 O -0.7798 8.1144 2.4530  0.000
27 C -2.0638 7.3905 2.2049  0.000
28 C -2.2172 6.9770 0.7352  0.000
29 N -1.5916 5.7183 0.3650  0.000
30 C -1.9350 5.0115 -0.8896  0.000
31 C -1.0558 3.8412 -1.1480  0.000
32 O 0.3590 4.2198 -1.1425  -0.001
33 C 1.4245 3.2533 -1.5022  0.001
34 H 0.1172 6.5708 3.5377  0.000
35 H 1.2053 7.7484 3.0644  0.000
36 H 0.5431 6.6678 1.7684  0.000
37 H -2.8164 8.1022 2.5443  0.000
38 H -2.2220 6.6158 2.9552  0.000
39 H -1.7112 7.7835 0.2045  0.000
40 H -3.3044 6.9298 0.6733  0.000
41 H -0.5995 5.8189 0.5255  0.000
42 H -1.8095 5.6744 -1.7457  0.000
43 H -3.0097 4.8511 -0.9750  0.000
44 H -1.4760 3.5600 -2.1136  0.000
45 H -1.2728 3.0080 -0.4795  0.000
46 H 1.8083 3.4368 -2.5058  0.000
47 H 1.0266 2.2390 -1.4697  0.001
48 H 2.3381 3.5745 -1.0019  0.001
49 C 0.1049 3.5423 2.5804  0.000
50 O -0.0264 2.2456 3.1407  0.000
51 C -1.1291 1.4839 2.6866  0.000
52 C -1.2207 0.1467 3.4748  0.000
53 N -1.8993 0.5235 4.7277  0.000
54 C -1.9476 -0.6068 5.5993  0.000
55 C -2.6335 -0.3045 6.8428  0.000
56 O -3.2839 -1.4814 7.5124  0.000
57 C -3.7096 -1.0752 8.7874  0.000
58 H 1.0092 3.5433 1.9718  0.000
59 H 0.2732 4.2407 3.4002  0.000
60 H -0.6704 4.0327 1.9917  0.000
61 H -1.0164 1.3517 1.6105  0.000
62 H -1.9640 2.1826 2.7405  0.000
63 H -0.1882 -0.1780 3.6042  0.000
64 H -1.8663 -0.6092 3.0277  0.000
65 H -1.4607 1.3630 5.0785  0.000
66 H -0.9776 -1.0849 5.7359  0.000
67 H -2.5699 -1.2822 5.0122  0.000
68 H -3.4989 0.3551 6.7786  0.000
69 H -1.8159 0.0070 7.4928  0.000
70 H -2.8189 -0.6865 9.2810  0.000
71 H -4.0579 -1.9438 9.3462  0.000
72 H -4.4780 -0.3022 8.7917  0.000
73 C -3.6189 -3.2148 -2.3967  0.000
74 O -4.7412 -2.4866 -2.0885  0.000
75 C -5.0350 -1.5519 -3.1613  0.000
76 C -6.3330 -0.7582 -2.9192  0.000
77 N -6.0155 0.2621 -1.9678  0.000
78 C -7.2061 0.8438 -1.3960  0.000
79 C -7.8210 -0.2290 -0.3520  0.000
80 O -6.9534 -0.2267 0.8448  0.000
81 C -7.4628 0.2115 2.0632  0.000
82 H -3.4043 -3.9544 -1.6254  0.000
83 H -2.6965 -2.6478 -2.5223  0.000
84 H -3.7180 -3.7027 -3.3664  0.000
85 H -5.3859 -2.1260 -4.0188  0.000
86 H -4.1335 -0.9775 -3.3746  0.000
87 H -7.0873 -1.4613 -2.5660  0.000
88 H -6.6407 -0.1729 -3.7857  0.000
89 H -5.4553 1.0499 -2.2603  0.000
90 H -7.9899 1.1346 -2.0954  0.000
91 H -6.8827 1.7586 -0.8993  0.000
92 H -7.9132 -1.2285 -0.7769  0.000
93 H -8.7989 0.2134 -0.1620  0.000
94 H -8.2148 -0.5042 2.3953  0.000
95 H -7.8590 1.2093 1.8748  0.000
96 H -6.6310 0.2554 2.7662  0.000
97 C 3.0316 0.1780 0.0170  -0.006
98 O 4.1055 0.9196 -0.4137  0.024
99 C 4.8688 1.8271 0.3942  0.000
100 C 5.7987 2.6928 -0.4238  0.047
101 N 6.8974 2.0253 -1.0068  0.789
102 C 7.8500 2.8841 -1.7802  0.016
103 C 9.0841 2.0359 -2.1142  0.000
104 O 10.1088 2.5507 -3.0086  0.004
105 C 11.0973 1.4756 -3.2801  0.000
106 H 2.4094 0.9568 0.4582  0.004
107 H 3.4907 -0.5323 0.7046  0.001
108 H 2.5556 -0.3035 -0.8372  -0.001
109 H 5.4596 1.1443 1.0048  -0.001
110 H 4.2030 2.4453 0.9965  0.003
111 H 6.1136 3.6066 0.0802  0.046
112 H 5.1345 3.0718 -1.2005  0.046
113 H 7.2878 1.2956 -0.4278  -0.025
114 H 8.1595 3.7817 -1.2448  0.029
115 H 7.4136 3.2745 -2.6996  0.025
116 H 8.7986 1.1193 -2.6304  -0.002
117 H 9.5785 1.7157 -1.1970  -0.002
118 H 11.8244 1.6736 -4.0676  0.000
119 H 10.6414 0.4871 -3.3374  0.000
120 H 11.7814 1.4782 -2.4314  0.000
121 C 2.1565 -3.4419 1.2584  0.000
122 O 3.0971 -4.4591 1.1137  0.000
123 C 2.5722 -5.6554 0.4572  0.000
124 C 3.6496 -6.7596 0.3453  0.000
125 N 4.1991 -6.8392 1.6999  0.000
126 C 5.6560 -6.9892 1.6628  0.000
127 C 6.1928 -6.8796 3.0785  0.000
128 O 5.8425 -5.6379 3.6119  0.000
129 C 6.3034 -5.3263 4.9231  0.000
130 H 2.3626 -2.7205 2.0491  0.000
131 H 1.1646 -3.7776 1.5609  0.000
132 H 2.0195 -2.7765 0.4060  0.000
133 H 2.2144 -5.3853 -0.5363  0.000
134 H 1.7785 -6.0565 1.0877  0.000
135 H 4.3202 -6.3755 -0.4233  0.000
136 H 3.2909 -7.7230 -0.0170  0.000
137 H 4.0213 -5.8935 2.0068  0.000
138 H 6.1199 -6.0795 1.2816  0.000
139 H 5.9692 -7.9378 1.2268  0.000
140 H 7.2732 -6.9364 2.9460  0.000
141 H 5.9077 -7.6448 3.8005  0.000
142 H 6.1073 -4.2669 5.0879  0.000
143 H 7.3567 -5.4764 5.1601  0.000
144 H 5.7013 -5.8922 5.6340  0.000
145 C -0.7093 -4.9194 -4.1035  0.000
146 O -0.9390 -3.5071 -4.1066  0.000
147 C 0.0961 -2.7852 -3.5091  0.000
148 C 0.0765 -1.3840 -4.0769  0.000
149 N 0.8640 -0.4030 -3.3046  0.000
150 C 1.8529 0.4297 -4.1445  0.000
151 C 1.0645 1.2827 -5.1633  0.000
152 O 0.1947 2.1443 -4.5209  0.000
153 C 0.1367 3.4414 -5.0576  0.000
154 H 0.2147 -5.1868 -4.6161  0.000
155 H -1.5508 -5.4216 -4.5807  0.000
156 H -0.7027 -5.2388 -3.0614  0.000
157 H 1.0120 -3.2820 -3.8294  0.000
158 H -0.0769 -2.6814 -2.4380  0.000
159 H -0.9356 -0.9870 -3.9992  0.000
160 H 0.2559 -1.3110 -5.1496  0.000
161 H 0.2778 0.3814 -3.0571  0.000
162 H 2.5229 -0.1953 -4.7348  0.000
163 H 2.2938 1.1051 -3.4113  0.000
164 H 0.5461 0.7865 -5.9838  0.000
165 H 1.9078 1.8485 -5.5592  0.000
166 H -0.3433 3.5113 -6.0337  0.000
167 H 1.0581 4.0236 -5.0458  0.000
168 H -0.5673 3.9974 -4.4384  0.000


2.
DFT (the ωB97M-V functional and the def2-TZVPD basis) results for 2 unconnected molecules or ions with the total composition C25H20F17OSi.

Results
LUMO energy ... -0.242 Eh
Total charge ... +1
Kohn-Sham gap ... 5.918 eV

Last column: natural (NBO) charge in e.
Atoms and positions in Å:
1 C 4.1766 -1.3022 2.7550  -1.161
2 Si 2.6256 -0.6249 3.5106  1.895
3 C 2.8260 -0.3026 5.3277  -1.146
4 C 1.9214 0.9088 2.7421  -1.152
5 O 1.3975 -1.7723 3.3902  -0.840
6 C 1.2811 -2.8791 2.6152  0.265
7 C 0.7142 -2.5969 1.2352  0.599
8 F 1.4741 -1.6092 0.6190  -0.331
9 F 0.8156 -3.7032 0.4312  -0.330
10 C -0.7622 -2.0865 1.1617  0.592
11 F -0.8654 -0.8695 1.7894  -0.290
12 F -1.0329 -1.9139 -0.1715  -0.299
13 C -1.7669 -3.0747 1.7772  0.577
14 F -1.4877 -4.3372 1.2979  -0.305
15 F -1.5688 -3.0660 3.1405  -0.295
16 C -3.2580 -2.8004 1.4652  0.560
17 F -3.6015 -1.5529 1.9204  -0.290
18 F -3.4523 -2.8653 0.1074  -0.292
19 C -4.2322 -3.8275 2.1184  0.929
20 F -5.5062 -3.5301 1.7585  -0.293
21 F -3.9623 -5.0932 1.7134  -0.300
22 F -4.1483 -3.7723 3.4706  -0.298
23 C 1.6634 -4.1107 3.0417  -0.455
24 H 4.9942 -0.5819 2.9189  0.258
25 H 4.4848 -2.2561 3.2080  0.239
26 H 4.0784 -1.4664 1.6741  0.231
27 H 3.6664 0.3811 5.5138  0.247
28 H 1.9119 0.1626 5.7208  0.255
29 H 3.0010 -1.2293 5.8882  0.243
30 H 2.6466 1.7329 2.8029  0.246
31 H 1.6392 0.7604 1.6925  0.248
32 H 1.0196 1.2140 3.2917  0.257
33 H 1.5461 -4.9570 2.3762  0.210
34 H 2.0206 -4.2491 4.0650  0.232
35 F 6.9806 -7.2734 5.4841  -0.309
36 C 7.6774 -6.5428 4.5667  0.953
37 F 8.2424 -5.4885 5.2371  -0.311
38 F 8.7153 -7.3306 4.1290  -0.309
39 C 6.8236 -6.0757 3.4256  0.036
40 C 7.3340 -5.0776 2.5903  -0.217
41 C 6.5544 -4.6121 1.5524  -0.087
42 C 5.2606 -5.1518 1.2886  -0.178
43 C 4.5146 -4.6018 0.2078  0.155
44 C 3.5140 -5.2481 -0.5607  -0.091
45 C 3.2292 -6.6495 -0.5113  -0.112
46 C 2.1617 -7.1756 -1.2173  -0.203
47 C 1.4021 -6.3451 -2.0424  -0.010
48 C 0.2286 -6.9257 -2.7788  0.962
49 F -0.5532 -5.9714 -3.3634  -0.306
50 F 0.6296 -7.7792 -3.7774  -0.307
51 F -0.5835 -7.6456 -1.9411  -0.308
52 C 1.7100 -4.9940 -2.1978  -0.195
53 C 2.7591 -4.4598 -1.4806  -0.077
54 C 4.7753 -6.1619 2.1721  -0.102
55 C 5.5639 -6.6343 3.2143  -0.225
56 H 8.3268 -4.6706 2.7572  0.262
57 H 6.9229 -3.8164 0.9037  0.235
58 H 4.7971 -3.5964 -0.1151  0.235
59 H 3.8649 -7.3082 0.0786  0.236
60 H 1.9203 -8.2350 -1.1323  0.262
61 H 1.1147 -4.3608 -2.8514  0.268
62 H 3.0111 -3.4025 -1.5834  0.240
63 H 3.7588 -6.5380 2.0585  0.235
64 H 5.1939 -7.4290 3.8608  0.263


Q: Which calculated total energy values were calculated for the entries above? A: -3365.946937 -3026.935205, in Eh.
Q: Which max |F| values were calculated for the entries above? A: 9.6 2.3, in eV/Å.